1.
Entry from the OMol25 dataset: a 2-piece molecular cluster, C4H12 overall (the ωB97M-V functional and the def2-TZVPD basis).

Expectation value of S²: 0.750
Energy (Ha): -159.508248
ΔE to the lowest compared entry with this formula, charge and spin (kcal per mole): 13.7
HOMO energy (spin up / spin down) (eV): 1.52 / -7.80

```
! RIJCOSX wB97M-V def2-TZVPD def2/J DEFGRID3
* xyz -1 2
C -1.69285 -0.51377 0.43005
C -2.70448 -0.71922 -0.70078
H -0.94381 -1.27290 0.60761
H -1.21326 0.45954 0.38175
H -2.21610 -0.47074 1.40697
H -2.34374 -0.17893 -1.57314
H -3.66952 -0.38156 -0.32193
H -2.85464 -1.76818 -0.90938
C 2.47732 0.29365 0.75753
C 1.92757 0.96336 -0.55179
H 3.44927 0.66051 1.12433
H 1.87736 0.30413 1.65647
H 2.61044 -0.75483 0.38571
H 1.15623 0.28758 -0.87884
H 2.86202 1.11346 -1.15753
H 1.41075 1.90878 -0.33474
*
```

***

2.
Entry from the OMol25 dataset: C34H43Cl2HfN2OP3 as an isolated structure (the ωB97M-V functional and the def2-TZVPD basis).

Energy (Ha): -3498.192544
HOMO energy (eV): -12.61

```
! RIJCOSX wB97M-V def2-TZVPD def2/J DEFGRID3
* xyz 2 1
P 1.48515 1.03894 -1.73543
C 3.22802 1.22206 -2.06015
C 3.78284 0.64142 -3.21092
H 3.18277 -0.02011 -3.83793
C 5.10141 0.92749 -3.55717
H 5.52536 0.48380 -4.45886
C 5.86583 1.78300 -2.75875
H 6.89491 2.01411 -3.04020
C 5.31496 2.34415 -1.59824
H 5.91203 3.01101 -0.97609
C 4.00102 2.06027 -1.23686
H 3.55816 2.48231 -0.33220
C 0.86446 -0.34537 -2.69554
C 1.44663 -1.60810 -2.50005
H 2.33477 -1.70924 -1.86762
C 0.90058 -2.72912 -3.12133
H 1.33820 -3.71142 -2.93997
C -0.18337 -2.58169 -3.99271
H -0.59263 -3.45859 -4.50422
C -0.73447 -1.32030 -4.22581
H -1.56241 -1.19843 -4.92348
C -0.22316 -0.19963 -3.57137
H -0.64843 0.79058 -3.76815
C 0.56105 2.51883 -2.13353
C 0.86298 3.13100 -3.36258
H 1.65138 2.72065 -3.99678
C 0.14972 4.25653 -3.76803
H 0.37916 4.71678 -4.72953
C -0.84842 4.78541 -2.94494
H -1.40671 5.66679 -3.26532
C -1.12787 4.19283 -1.70856
H -1.89988 4.60809 -1.05918
C -0.42261 3.06298 -1.28940
H -0.60471 2.62845 -0.30575
Hf 0.57830 -0.12556 2.35744
C -1.56312 -1.38109 2.04155
C -2.07207 -1.50048 0.80999
H -2.05273 -1.81800 2.92334
C -1.31084 -0.80095 -0.31166
O -2.16123 0.27726 -0.77501
H -1.67835 0.86453 -1.38891
C -0.09268 -0.30465 0.29388
H -1.06641 -1.47477 -1.14590
C 0.95517 0.44996 0.30803
Cl 0.02985 -1.07469 4.53046
Cl 2.76522 0.64686 2.98313
P 1.73273 -2.56856 2.13285
C 2.58584 -3.11747 3.65567
H 1.84790 -3.46928 4.38537
H 3.12891 -2.27022 4.09113
H 3.29058 -3.92398 3.41033
C 0.68527 -4.01505 1.77004
H 0.21687 -3.89081 0.78520
H -0.10978 -4.07398 2.52433
H 1.28281 -4.93822 1.78355
C 3.05735 -2.69857 0.89295
H 3.62652 -1.75975 0.87907
H 2.62760 -2.87374 -0.10054
H 3.72714 -3.52837 1.16110
P -3.60079 -2.33206 0.27486
C -4.16769 -3.41046 1.57044
C -3.16997 -3.24567 -1.20890
H -4.24469 -2.86000 2.51526
H -3.47845 -4.25625 1.69364
H -5.15702 -3.79179 1.28577
H -2.84115 -2.56640 -2.00541
H -4.05517 -3.79782 -1.54934
H -2.36302 -3.95764 -0.98820
C -4.79283 -1.05882 -0.11993
H -4.95902 -0.43088 0.76560
H -5.73336 -1.52553 -0.42659
H -4.38971 -0.42869 -0.92427
H 1.77555 0.87683 0.94041
N -2.94600 4.38878 5.19392
C -2.16690 3.53263 4.48952
C -0.78950 3.39373 4.77495
C -0.04119 2.48222 4.05321
N -0.57035 1.70391 3.06022
C -1.88894 1.87487 2.74551
C -2.71214 2.74372 3.44846
H -2.55346 4.96554 5.93521
H -3.92537 4.49475 5.00185
H -0.32582 3.98402 5.56742
H 1.02166 2.31944 4.25699
H -2.27101 1.25978 1.92509
H -3.77126 2.80588 3.20360
*
```

***

3.
Entry from the OMol25 dataset: a 4-piece molecular cluster, C12H30IN4O3 overall (the ωB97M-V functional and the def2-TZVPD basis).

Energy (Ha): -1217.485209
HOMO energy (eV): -10.83

```
! RIJCOSX wB97M-V def2-TZVPD def2/J DEFGRID3
* xyz 1 1
N -2.84724 0.04504 -1.18242
C -2.08849 0.32883 0.09975
C -0.59373 -0.13180 -0.02616
C 0.04683 -0.38173 1.37901
I -0.82117 -2.14612 2.34601
H -3.80043 -0.22120 -0.92641
H -2.40965 -0.79302 -1.57642
H -2.82317 0.82359 -1.85153
H -2.57267 -0.32111 0.86878
H -2.19813 1.37319 0.44346
H -0.49409 -1.06733 -0.63446
H -0.06883 0.68357 -0.57015
H -0.14318 0.51126 2.01479
H 1.14629 -0.48669 1.27243
C 3.81579 1.67916 0.00331
C 2.59320 2.49769 -0.31494
O 1.45750 2.10460 -0.05330
N 2.77476 3.70171 -0.90697
C 4.02244 4.33673 -1.29169
H 3.51018 0.74699 0.47269
H 4.36142 1.44331 -0.91139
H 4.46220 2.21920 0.69627
H 1.91310 4.19267 -1.08854
H 4.10423 5.29146 -0.77023
H 4.00374 4.52279 -2.36667
H 4.88271 3.72088 -1.04928
C 1.29302 -3.36255 6.63808
C 1.67967 -4.80593 6.44408
O 2.79540 -5.21911 6.71104
N 0.73613 -5.65581 5.95360
C -0.63140 -5.35882 5.57907
H 2.14607 -2.81596 7.03257
H 1.00576 -2.91593 5.68395
H 0.47090 -3.28349 7.35153
H 1.06570 -6.60288 5.85086
H -1.30077 -5.97692 6.18062
H -0.76611 -5.61374 4.52505
H -0.87582 -4.31140 5.73061
C -3.98839 1.50552 -5.82063
C -3.03248 1.80124 -4.69824
O -3.40928 1.88861 -3.52722
N -1.72654 1.97433 -5.00714
C -1.09495 1.91206 -6.31364
H -4.99156 1.39460 -5.41590
H -3.99378 2.32670 -6.53824
H -3.71024 0.57512 -6.31766
H -1.14689 2.17128 -4.20580
H -0.33154 1.13287 -6.29639
H -0.61577 2.87079 -6.51599
H -1.81072 1.69570 -7.10013
*
```

***

4.
Entry from the OMol25 dataset: H23O12 as an isolated structure (the ωB97M-V functional and the def2-TZVPD basis).

Energy (Ha): -916.669846
ΔE to the lowest compared entry with this formula, charge and spin (kcal per mole): 95.7
HOMO energy (eV): -5.91

```
! RIJCOSX wB97M-V def2-TZVPD def2/J DEFGRID3
* xyz -1 1
O 0.24944 -2.37252 -1.51776
H 1.59844 -3.55832 2.93879
H -0.60477 1.11528 -0.32513
O 3.98366 1.78236 -1.75513
H 3.12612 1.43935 -1.35059
H 4.30903 2.50128 -1.21958
O -2.28059 2.30957 2.12638
H -1.57034 2.89998 2.38424
O -1.30347 0.44380 -0.25012
H -3.10140 2.77640 -2.77324
H -1.08040 -0.37412 -0.70032
O 2.09249 -2.73613 3.00722
H 1.26966 0.37290 -1.90504
H -3.28341 -3.27839 -0.73764
O 1.58622 1.04420 -0.93811
H 2.17404 0.73226 -0.24832
H -2.16298 2.32339 1.16696
O -3.39126 2.61468 -1.86063
H -3.43263 1.65581 -2.01717
H -0.35191 -3.60529 0.19811
O 1.05288 3.89041 1.71701
H 1.70577 3.38367 2.20508
H 1.16705 3.68596 0.78756
O 0.69240 0.04199 -2.93739
H 0.93427 0.94450 -3.18718
H -0.35785 -2.25762 -2.25101
O -0.67146 -4.15959 0.94640
H 0.62690 -1.48004 -1.55246
H 0.82599 0.59377 1.85356
O -0.07783 0.86067 2.00845
H 0.08917 -4.75427 0.81788
H 1.46397 -2.13048 3.41645
O -2.73089 -3.14172 0.02449
H -0.64149 0.12408 1.74562
H -1.90481 -3.68781 0.18261
*
```

***

5.
Entry from the OMol25 dataset: one molecule with the formula C5H13N3O (the ωB97M-V functional and the def2-TZVPD basis).

Energy (Ha): -437.758571
ΔE to the lowest compared entry with this formula, charge and spin (kcal per mole): 59.9
HOMO energy (eV): -9.24
Structure (SMILES): [H]/N=C(/C)NC(C)(C)ON

```
! RIJCOSX wB97M-V def2-TZVPD def2/J DEFGRID3
* xyz 0 1
C 0.70967 -2.51591 0.79339
C 1.04281 -1.07744 0.49288
N 1.06908 2.33878 -0.10072
O -0.31932 2.04149 0.09729
N 2.20073 -0.78295 0.07398
H 1.07476 3.25336 -0.54453
H 1.47345 2.41308 0.83319
H 2.35056 0.21674 -0.05485
H 0.49171 -2.64242 1.85804
H -0.16115 -2.82139 0.22618
H 1.55330 -3.14550 0.53298
C -2.12955 0.58448 0.12853
C -0.22458 0.18123 -1.53624
C -0.61765 0.66814 -0.07345
N 0.05031 -0.16853 0.90351
H -0.61214 -0.58801 1.54223
H -2.38292 0.89013 1.14237
H -2.62359 1.25728 -0.56593
H -0.55339 -0.82314 -1.76133
H -0.74919 0.83810 -2.22450
H 0.83452 0.31183 -1.71782
H -2.47742 -0.42935 -0.04523
*
```

***

6.
Entry from the OMol25 dataset: C19H14CoN7O4S3 as an isolated structure (the ωB97M-V functional and the def2-TZVPD basis).

Energy (Ha): -3994.043403
ΔE to the lowest compared entry with this formula, charge and spin (kcal per mole): 0.0
HOMO energy (spin up / spin down) (eV): -8.06 / -8.07

```
! RIJCOSX wB97M-V def2-TZVPD def2/J DEFGRID3
* xyz 0 1
Co -0.04455 -0.27152 -0.21434
C 1.25731 -0.33389 4.77084
S 2.33024 0.59000 3.65767
C 1.61312 0.31184 2.10110
S 0.20065 -0.68456 1.92079
N 2.22620 0.89576 1.11993
N 1.63141 0.60327 -0.06819
C 2.21341 0.91386 -1.16535
C 1.50328 0.54185 -2.38683
C 1.96543 0.76602 -3.66270
C 1.18974 0.32425 -4.73103
C -0.00067 -0.32697 -4.48185
C -0.40624 -0.51177 -3.16411
N 0.33083 -0.08303 -2.15338
H 1.66246 -0.15120 5.76448
H 1.29128 -1.40009 4.56188
H 0.23435 0.03026 4.72439
H 3.17446 1.41376 -1.15656
H 2.90774 1.27269 -3.81779
H 1.52454 0.48727 -5.74645
H -0.62331 -0.70359 -5.27935
H -1.31897 -1.02709 -2.91265
N -2.35998 -2.29609 1.21014
C -2.00161 -2.46903 -0.07251
O -1.26708 -1.58017 -0.67376
C -2.36317 -3.59958 -0.81049
C -3.20955 -4.58070 -0.23559
N -3.92032 -5.32091 0.29078
C -1.90562 -3.70064 -2.14904
N -1.51805 -3.77933 -3.23326
H -3.01536 -2.96036 1.59326
H -2.43561 -1.33283 1.52496
O -2.65386 0.56086 1.44717
C -2.16593 1.43977 0.76376
N -1.04436 1.33132 -0.01790
S -0.69982 2.73630 -0.85460
O 0.54680 3.29169 -0.41057
O -0.86924 2.53023 -2.26515
C -2.04654 3.63468 -0.17108
C -2.40754 4.94508 -0.40895
C -3.52487 5.41884 0.26608
C -4.23934 4.59883 1.13788
C -3.85783 3.28227 1.35716
C -2.74421 2.81287 0.68558
H -1.84794 5.57153 -1.08987
H -3.84683 6.43997 0.11137
H -5.10573 4.99718 1.64884
H -4.40172 2.63065 2.02721
*
```

***

7.
Entry from the OMol25 dataset: a 11-piece molecular cluster, C6H33NO11 overall (the ωB97M-V functional and the def2-TZVPD basis).

Energy (Ha): -1130.744597
ΔE to the lowest compared entry with this formula, charge and spin (kcal per mole): 96.2
HOMO energy (eV): -9.20
Structure (SMILES): C=CCC[C@H](N)CO.O.O.O.O.O.O.O.O.O.O

```
! RIJCOSX wB97M-V def2-TZVPD def2/J DEFGRID3
* xyz 0 1
C 2.14478 0.22995 -1.89853
O 1.34872 0.97132 -2.84354
C 1.18728 -0.65429 -1.11354
C 1.11836 -0.29047 0.37231
C -0.19805 -0.68922 1.04458
C -1.31331 1.33005 2.15804
C -1.09683 0.48477 1.17529
N 1.48614 -2.06621 -1.20645
H 2.68968 1.04988 -1.35564
H 2.88701 -0.31461 -2.52448
H 1.45861 1.89422 -2.56123
H 0.23391 -0.40696 -1.55649
H 1.39829 0.81240 0.48944
H 2.00275 -0.87641 0.80981
H 0.04237 -1.11884 2.02413
H -0.72042 -1.45590 0.44255
H -1.85997 2.24425 2.06207
H -0.92134 1.21520 3.18301
H -1.66287 0.64222 0.21542
H 2.44728 -2.27012 -1.47826
H 0.79691 -2.50026 -1.83510
H 0.43427 2.50949 -0.19501
H 1.67038 2.90050 0.38443
O 1.32196 2.76450 -0.53699
H 2.14404 -0.09979 2.85607
H 1.30250 0.21629 3.97328
O 2.08926 0.56996 3.55860
H -3.17082 -3.57392 -0.19209
H -3.18510 -2.47812 0.88262
O -3.36242 -2.64034 -0.05180
H -1.26709 0.96116 -1.53141
H -2.66376 1.48590 -1.21965
O -1.76057 1.78838 -1.35185
H -2.79832 -1.49488 -1.30288
H -4.00892 -1.00940 -2.05226
O -3.05854 -0.89502 -2.04943
H 2.10151 -3.38532 1.55604
H 0.87971 -2.93385 0.79705
O 1.18513 -3.08880 1.69644
H -1.47225 -1.39726 -2.98199
H -0.09340 -1.01513 -3.67471
O -0.57903 -1.69928 -3.17741
H 1.22283 3.61195 2.80112
H 1.75533 2.20321 3.01623
O 1.51626 2.83909 2.32521
H -1.29200 -2.43909 2.39055
H -2.42552 -1.62040 3.13236
O -2.23930 -2.32718 2.51486
H 0.03857 4.08753 -2.51755
H 1.27126 3.75958 -1.89931
O 0.97467 4.16929 -2.75390
*
```

***

8.
Entry from the OMol25 dataset: one molecule with the formula C20H24N2OS (the ωB97M-V functional and the def2-TZVPD basis).

Energy (Ha): -1359.444036
ΔE to the lowest compared entry with this formula, charge and spin (kcal per mole): 20.3
HOMO energy (eV): -8.37
Structure (SMILES): CN(C)CCSC(=O)N1c2ccccc2C(C)(C)c2ccccc21

```
! RIJCOSX wB97M-V def2-TZVPD def2/J DEFGRID3
* xyz 0 1
O 1.66941 -0.11450 1.18683
S 1.00007 0.49563 -1.17960
C 0.69771 0.08042 0.49253
C -0.38999 -1.27385 4.48052
C -3.02600 1.72709 -1.18975
C -1.16546 -2.41764 4.43225
C -4.06291 0.79970 -1.21862
C -0.24797 -0.44483 3.36713
C -1.88862 1.44759 -0.44907
C -1.92328 -2.67845 3.28126
C -3.97642 -0.41548 -0.55850
C -0.86287 -0.78449 2.14895
C -1.75061 0.19807 0.19120
C -1.77013 -1.87574 2.12569
C -2.79477 -0.74791 0.13849
N -0.60798 -0.07016 0.98132
N 4.34182 2.73885 -2.30665
C 4.54958 3.69252 -3.41841
C 5.54656 1.90644 -2.10394
C -3.84724 -2.92065 1.04100
C -1.59937 -2.95657 -0.05191
C 2.66391 1.32812 -1.07152
C 3.05946 2.01680 -2.38398
C -2.53949 -2.11718 0.81955
H 0.16521 -1.04756 5.37237
H -3.12080 2.67271 -1.72511
H -1.25278 -3.02233 5.32622
H -4.86805 1.03924 -1.85458
H 0.40491 0.44498 3.44155
H -1.14968 2.21764 -0.26774
H -2.57938 -3.50060 3.26529
H -4.81476 -1.09497 -0.64716
H 3.79778 4.48697 -3.41767
H 4.54254 3.17066 -4.35227
H 5.53172 4.11504 -3.33397
H 5.53210 1.41089 -1.09992
H 5.63954 1.18847 -2.89773
H 6.44035 2.52108 -2.14272
H -4.47154 -2.99061 0.14848
H -4.42113 -2.39504 1.80472
H -3.62277 -3.93231 1.41700
H -0.60989 -2.50090 -0.19696
H -1.51240 -4.00202 0.32327
H -2.10161 -3.03428 -1.02685
H 3.39953 0.56018 -0.79896
H 2.64121 2.06227 -0.26611
H 2.27699 2.71719 -2.64711
H 3.07747 1.29950 -3.17883
*
```

***

Values for F_max, eV Å⁻¹, ordered as above
2.4, 7.3, 1.9, 2.6, 2.0, 0.3, 2.6, 2.6